Here is C21H39FI2N5O3Si as an isolated structure in a non-equilibrium geometry from the Open Molecules 2025 dataset. Energies are from ωB97M-V/def2-TZVPD.

```
72
Properties=species:S:1:pos:R:3:lowdin_charge:R:1
C 4.8760 1.7840 0.3876 -0.090
C 4.0801 2.1657 -1.0300 -0.226
O 3.6727 0.9789 -1.8008 -0.204
C 2.2320 0.6822 -1.6355 -0.146
C 2.0677 -0.4787 -0.4416 -0.175
C 2.6780 -1.9516 -0.9498 -0.101
N 2.3167 -3.0264 0.0240 -0.100
C 3.3172 -3.3664 1.0584 -0.072
C 4.4950 -2.2951 1.3889 -0.144
O 5.5500 -1.9712 0.6397 0.037
F 4.4380 -1.6343 2.7470 -0.078
C 0.8891 -2.9301 0.4937 -0.082
N 0.0909 -4.0479 0.2155 0.068
N -1.2528 -4.1650 0.4986 0.074
N 0.2937 -1.6983 1.1261 -0.055
C 0.7603 -1.4017 2.5127 -0.590
I 1.7604 0.4810 3.1824 0.835
C 0.5527 -2.3663 3.6689 -0.675
C -0.2099 -3.8105 3.5484 -0.177
I 1.2739 -1.8793 5.7271 0.735
C 0.5164 -0.5918 0.1257 -0.262
C -0.6020 -0.8031 -1.1014 -0.067
C -1.8381 0.2974 -0.8522 -0.210
O -3.1066 -0.4298 -1.1817 -0.312
Si -4.2890 -0.2616 0.1066 0.463
C -3.7535 -1.0229 1.8019 -0.209
C -6.0098 -1.0804 -0.3256 -0.216
C -4.6093 1.6648 0.3044 -0.201
H 4.1671 2.0234 1.2899 0.049
H 5.8213 2.4993 0.5197 0.095
H 5.2665 0.6801 0.3520 0.073
H 4.8940 2.7332 -1.6877 0.133
H 3.2269 2.9445 -0.8325 0.118
H 1.8191 0.2826 -2.6707 0.138
H 1.5795 1.6046 -1.3318 0.120
H 2.8433 -0.1296 0.3963 0.096
H 3.7979 -1.8938 -1.2799 0.154
H 2.0659 -2.1796 -1.9505 0.147
H 3.8553 -4.3817 0.7333 0.167
H 2.7528 -3.6449 2.0734 0.147
H 0.5425 -4.8848 -0.2638 0.214
H -1.4654 -4.8215 1.2782 0.120
H -1.7544 -3.2570 0.5703 0.090
H 0.3610 -4.5354 2.7943 0.075
H -0.3242 -4.3065 4.6183 0.083
H -1.3098 -3.5881 3.1778 0.078
H 0.2573 0.4988 0.5377 0.130
H -1.1239 -1.8491 -1.0750 0.104
H -0.1424 -0.6703 -2.1684 0.117
H -1.9288 0.6068 0.2750 0.090
H -1.7969 1.2033 -1.5940 0.135
H -4.7283 -1.1585 2.4710 0.069
H -3.2809 -2.1060 1.7011 0.026
H -3.0526 -0.2656 2.3541 0.049
H -6.8844 -0.3151 -0.0544 0.061
H -6.0940 -1.4251 -1.4449 0.048
H -6.1924 -2.0279 0.3768 0.049
H -5.3974 1.7919 1.1657 0.057
H -5.0058 2.0303 -0.7416 0.062
H -3.5456 2.1132 0.5843 0.038
C -1.9766 5.1121 -3.2524 -0.111
C -0.5975 5.6681 -2.9117 -0.270
C 0.3228 4.6262 -2.2729 -0.198
C -0.2905 4.1261 -0.9751 -0.165
N -0.7992 3.7113 0.1015 0.115
H -2.5125 4.7830 -2.3564 0.068
H -2.5889 5.8822 -3.7320 0.078
H -1.8980 4.2616 -3.9394 0.077
H -0.7173 6.5233 -2.2354 0.117
H -0.1301 6.0450 -3.8280 0.114
H 1.3015 5.0694 -2.0607 0.114
H 0.4735 3.7788 -2.9504 0.112
```

Computed properties:
Frontier orbital gap, eV: 6.56
Lowest unoccupied orbital energy, hartree: -0.1770
Multiplicity: 1
Charge: +1


Here is a 2-piece molecular cluster, C22H27F2N2 overall in a non-equilibrium geometry from the Open Molecules 2025 dataset. Energies are from ωB97M-V/def2-TZVPD.

```
53
Properties=species:S:1:pos:R:3:lowdin_charge:R:1
C -0.4449 3.8640 0.9557 -0.072
N 0.7319 3.3436 1.5898 -0.138
C 1.8939 4.1930 1.4803 -0.176
C 2.9422 3.8655 2.5144 -0.154
C 3.1621 2.3729 2.5565 -0.176
N 1.9177 1.6462 2.6299 -0.139
C 2.0371 0.2933 3.0943 -0.076
C 0.8198 2.0056 1.8853 -0.328
C -0.1419 1.0752 1.4953 0.023
H -1.3381 3.4606 1.4350 0.089
H -0.4433 4.9520 1.0855 0.091
H -0.4939 3.6429 -0.1209 0.094
H 2.3377 4.0965 0.4717 0.130
H 1.5493 5.2246 1.5887 0.121
H 3.8768 4.3572 2.2392 0.120
H 2.6479 4.2431 3.4982 0.125
H 3.7316 2.0670 1.6584 0.129
H 3.7539 2.0918 3.4310 0.121
H 1.1023 -0.0201 3.5619 0.089
H 2.2855 -0.4179 2.2923 0.084
H 2.8287 0.2581 3.8494 0.093
H -0.0465 0.0461 1.8158 0.000
H -0.9927 1.4039 0.9077 0.032
C -4.7623 -5.2132 0.8069 -0.007
C -3.6007 -4.3452 0.4783 -0.163
C -3.5442 -3.6682 -0.7376 -0.177
F -4.5651 -3.8850 -1.6352 0.072
C -2.5225 -2.8175 -1.1050 0.093
C -1.4395 -2.5563 -0.2053 -0.157
C -0.3675 -1.6402 -0.4399 0.123
C 0.0587 -1.0165 -1.6534 -0.161
C -0.6989 -0.9656 -2.8674 0.095
C -0.2141 -0.2719 -3.9576 -0.179
F -0.9812 -0.2378 -5.0985 0.072
C 1.0160 0.3784 -3.9863 -0.166
C 1.4455 1.1218 -5.1976 -0.008
C 1.8043 0.2730 -2.8288 0.005
C 1.3533 -0.3961 -1.7018 0.020
C -1.4596 -3.3135 1.0157 0.020
C -2.5043 -4.1628 1.3393 0.005
H -4.6214 -5.6513 1.7966 0.089
H -5.6980 -4.6435 0.8230 0.108
H -4.8971 -6.0336 0.0924 0.108
H -2.5531 -2.3560 -2.0796 0.100
H 0.3046 -1.4881 0.4094 0.107
H -1.6488 -1.4700 -2.9457 0.099
H 2.4342 1.5505 -5.0298 0.089
H 1.5006 0.4863 -6.0880 0.107
H 0.7590 1.9424 -5.4294 0.107
H 2.7937 0.7393 -2.8389 0.131
H 2.0051 -0.4793 -0.8297 0.124
H -0.6096 -3.2289 1.6947 0.128
H -2.5041 -4.7165 2.2839 0.132
```

Computed properties:
Frontier orbital gap, eV: 3.96
Lowest unoccupied orbital energy, hartree: -0.2127
Multiplicity: 1
Energy above the lowest of the compared OMol25 structures with the same formula, charge and spin, kcal per mole: 0.0
Charge: +1


Here is C16H15Cl3NOPPd as an isolated structure in a non-equilibrium geometry from the Open Molecules 2025 dataset. Energies are from ωB97M-V/def2-TZVPD.

```
38
Properties=species:S:1:pos:R:3:mulliken_spin:R:1
Pd 14.1473 9.3173 4.6357 0.645
Cl 19.2926 14.4682 4.4574 0.045
C 17.8112 13.6739 4.4461 0.221
C 17.8907 12.2864 4.6134 -0.069
C 16.7744 11.5303 4.6760 0.110
Cl 16.9390 9.7878 4.7902 0.025
C 15.4469 12.0984 4.4747 0.068
O 14.3479 11.4331 4.3743 0.374
C 15.4094 13.5274 4.4114 0.197
Cl 13.8503 14.2467 4.4562 0.037
C 16.5856 14.3078 4.2794 -0.104
H 18.8635 11.7688 4.6782 -0.003
H 16.5384 15.3494 4.0317 -0.004
N 6.9577 10.5986 5.2195 -0.005
C 8.1106 10.6314 5.0036 0.003
C 9.4760 10.4467 4.6481 -0.011
C 9.8816 9.2644 4.0314 0.013
C 11.2060 8.8983 4.0728 0.033
C 12.1422 9.7106 4.6976 0.342
C 11.7757 10.9174 5.2681 -0.078
C 10.4307 11.2761 5.2492 0.015
H 9.1180 8.7124 3.4596 0.001
H 11.5737 7.9615 3.5553 0.007
H 12.4683 11.6697 5.6405 0.002
H 10.1541 12.2515 5.6631 -0.001
C 13.0726 5.7893 3.6556 0.035
P 13.6318 7.0997 4.8401 0.061
C 12.4878 6.4898 6.1597 0.003
C 15.3602 6.4191 5.1543 0.024
H 12.9765 4.8721 4.2355 0.001
H 13.7946 5.7589 2.8118 0.003
H 12.0509 5.9806 3.3590 0.002
H 12.4385 5.3858 6.0679 -0.003
H 11.4885 6.8767 5.9890 0.002
H 12.8714 6.8221 7.1245 0.002
H 15.1996 5.4457 5.6556 -0.004
H 15.8866 7.0009 5.8977 0.006
H 15.9817 6.3615 4.2864 0.004
```

Computed properties:
Frontier orbital gap (spin up / spin down), eV: 5.25 / 4.77
Expectation value of S²: 2.046
Lowest unoccupied orbital energy (spin up / spin down), hartree: -0.0086 / -0.1228
Multiplicity: 3
Energy above the lowest of the compared OMol25 structures with the same formula, charge and spin, kcal per mole: 26.5